No. 1
126
Properties=species:S:1:pos:R:3:nbo_charge:R:1 method="wB97M-V/def2-TZVPD" orbital_gap_ev="5.18 / 3.81" charge=+1 e_tot_ev=-115128.9192 max_force_ev_per_a=1.72 homo_ev="-10.00 / -10.00"
Tl -0.176 0.564 -0.910 0.862
C -6.044 -4.368 0.098 -0.649
C -5.005 -3.311 0.294 0.070
C -5.291 -2.101 0.914 -0.139
C -4.327 -1.121 1.088 -0.159
C -4.545 0.105 1.869 0.526
O -3.640 0.736 2.374 -0.486
C -5.957 0.578 2.010 -0.185
C -6.316 1.132 3.237 -0.107
C -7.592 1.628 3.430 -0.226
C -8.508 1.598 2.391 -0.186
C -8.150 1.067 1.163 -0.213
C -6.879 0.552 0.966 -0.189
C -2.965 -1.295 0.625 0.459
O -2.089 -0.426 0.792 -0.514
C -2.729 -2.548 -0.051 -0.094
C -3.699 -3.510 -0.172 -0.212
C -1.368 -2.756 -0.628 0.266
N -0.358 -2.852 0.125 -0.430
C -0.191 -2.612 1.503 -0.276
C 0.963 -3.454 2.022 -0.612
Te 0.520 -5.562 1.812 1.094
C 0.905 -5.733 -0.275 -0.272
C 2.076 -5.220 -0.812 -0.206
C 2.327 -5.364 -2.165 -0.183
C 1.415 -6.021 -2.977 -0.167
C 0.253 -6.548 -2.432 -0.150
C -0.002 -6.414 -1.081 -0.253
C -1.195 -2.890 -2.075 -0.062
C -2.276 -2.892 -2.959 -0.201
C -2.056 -2.971 -4.322 -0.223
C -0.765 -3.042 -4.820 -0.173
C 0.315 -3.041 -3.949 -0.213
C 0.102 -2.965 -2.588 -0.185
H -6.977 -4.116 0.596 0.232
H -5.691 -5.326 0.475 0.234
H -6.248 -4.494 -0.966 0.241
H -6.276 -1.946 1.331 0.231
H -5.589 1.152 4.034 0.220
H -7.869 2.043 4.387 0.222
H -9.498 2.000 2.536 0.223
H -8.862 1.056 0.351 0.221
H -6.600 0.158 -0.001 0.215
H -3.447 -4.446 -0.655 0.224
H -1.099 -2.800 2.092 0.177
H 0.086 -1.555 1.602 0.277
H 1.129 -3.253 3.076 0.247
H 1.856 -3.210 1.453 0.280
H 2.791 -4.695 -0.197 0.248
H 3.234 -4.947 -2.571 0.245
H 1.610 -6.133 -4.033 0.232
H -0.453 -7.067 -3.065 0.224
H -0.902 -6.830 -0.650 0.220
H -3.285 -2.828 -2.580 0.212
H -2.898 -2.976 -4.998 0.220
H -0.600 -3.097 -5.885 0.220
H 1.324 -3.086 -4.326 0.225
H 0.937 -2.960 -1.909 0.262
C -2.878 4.812 2.477 -0.401
N -2.117 3.849 1.718 -0.438
C -1.226 2.983 2.463 -0.393
C -2.086 3.679 0.368 0.813
O -1.325 2.837 -0.118 -0.770
N -2.909 4.381 -0.477 -0.457
C -3.571 5.646 -0.240 -0.409
C -2.912 3.948 -1.859 -0.396
H -2.920 4.489 3.515 0.212
H -3.901 4.894 2.122 0.205
H -2.409 5.800 2.457 0.198
H -1.549 2.931 3.499 0.201
H -0.197 3.352 2.423 0.191
H -1.257 1.985 2.023 0.233
H -2.934 6.344 0.300 0.216
H -4.510 5.515 0.300 0.191
H -3.807 6.097 -1.202 0.214
H -2.609 2.905 -1.906 0.227
H -2.217 4.537 -2.462 0.191
H -3.918 4.053 -2.263 0.195
O 2.160 -0.549 -2.106 -0.897
Cl 2.791 -1.082 -0.933 2.611
O 3.956 -0.342 -0.634 -0.833
O 3.096 -2.445 -1.150 -0.880
O 1.860 -0.995 0.161 -0.924
C 7.393 3.631 -3.439 -0.613
C 6.847 4.610 -2.395 -0.060
C 6.990 6.031 -2.965 -0.612
C 7.736 4.514 -1.145 -0.620
C 5.357 4.301 -2.006 0.281
O 4.959 5.088 -0.906 -0.718
C 4.367 4.480 -3.191 -0.425
C 3.656 5.840 -3.288 -0.422
C 2.727 6.148 -2.144 -0.006
C 1.695 5.277 -1.810 -0.153
C 0.820 5.559 -0.780 -0.238
C 0.955 6.748 -0.083 -0.041
Cl -0.176 7.126 1.169 -0.016
C 1.968 7.639 -0.394 -0.223
C 2.846 7.329 -1.417 -0.206
C 5.258 2.835 -1.493 -0.232
N 4.032 2.579 -0.802 -0.162
C 2.868 2.122 -1.268 0.201
N 2.007 2.010 -0.269 -0.598
C 2.713 2.399 0.810 0.146
N 3.936 2.746 0.514 -0.248
H 8.420 3.905 -3.670 0.219
H 6.832 3.657 -4.370 0.206
H 7.400 2.611 -3.069 0.209
H 8.045 6.230 -3.145 0.222
H 6.635 6.787 -2.265 0.194
H 6.468 6.146 -3.913 0.209
H 8.679 5.023 -1.332 0.212
H 7.962 3.480 -0.899 0.207
H 7.253 4.977 -0.288 0.231
H 5.206 6.004 -1.067 0.472
H 3.595 3.717 -3.107 0.202
H 4.893 4.302 -4.127 0.216
H 3.064 5.811 -4.208 0.225
H 4.376 6.650 -3.397 0.209
H 1.561 4.354 -2.353 0.199
H 0.050 4.853 -0.519 0.233
H 2.075 8.562 0.157 0.229
H 3.638 8.030 -1.646 0.208
H 6.050 2.664 -0.766 0.243
H 5.349 2.136 -2.322 0.222
H 2.661 1.828 -2.279 0.228
H 2.311 2.408 1.802 0.202


No. 2
84
Properties=species:S:1:pos:R:3:lowdin_charge:R:1 method="wB97M-V/def2-TZVPD" orbital_gap_ev=8.34 e_tot_ev=-58240.6775 max_force_ev_per_a=1.23 homo_ev=-9.90 de_lowest_kj_mol=372.7
O -4.801 -5.250 -2.584 -0.015
H -4.108 -5.106 -3.229 0.081
H -5.614 -5.130 -3.074 0.082
O -4.731 -7.652 6.056 -0.023
H -5.441 -7.136 5.673 0.036
H -5.150 -8.158 6.752 0.074
O -4.913 -8.548 -1.295 -0.053
H -4.717 -7.846 -0.675 -0.028
H -5.441 -8.129 -1.974 0.018
O -4.576 -1.826 8.536 -0.052
H -4.466 -1.971 7.596 -0.014
H -4.710 -0.882 8.618 0.029
O 1.831 -5.506 3.284 -0.059
H 0.889 -5.462 3.120 -0.035
H 2.176 -4.689 2.923 0.028
O -7.445 -6.247 4.536 -0.038
H -7.561 -5.957 3.631 -0.013
H -8.085 -5.740 5.035 0.035
O -0.758 -5.444 -0.156 -0.044
H -0.384 -5.454 0.725 0.005
H -1.703 -5.507 -0.017 -0.010
O -0.526 -4.087 6.093 -0.031
H 0.231 -4.665 6.190 0.050
H -0.245 -3.426 5.460 0.023
O -2.136 -7.395 -2.300 -0.054
H -2.724 -7.133 -1.592 -0.026
H -1.320 -7.632 -1.859 0.036
O -0.453 -1.849 3.498 -0.037
H -0.013 -1.301 4.148 0.052
H -1.248 -1.364 3.275 -0.014
O -5.624 -4.747 7.530 -0.042
H -4.922 -4.946 6.911 -0.017
H -6.005 -3.930 7.207 0.010
O -3.252 -4.846 5.590 -0.031
H -3.272 -5.780 5.796 0.018
H -2.372 -4.564 5.838 0.007
O -3.991 -1.310 5.477 -0.048
H -3.658 -0.840 4.713 -0.013
H -4.590 -1.962 5.115 -0.017
O -2.941 -0.601 3.016 -0.027
H -3.052 0.274 2.645 0.071
H -3.594 -1.138 2.565 0.021
O -2.197 0.882 -0.204 -0.016
H -3.029 0.410 -0.180 0.011
H -2.410 1.759 0.118 0.054
O 0.522 -0.005 0.757 -0.070
H -0.275 0.487 0.559 -0.023
H 0.211 -0.876 1.004 -0.020
O -2.300 -8.506 5.296 -0.039
H -3.189 -8.190 5.453 -0.012
H -2.063 -8.968 6.100 0.061
O -0.950 -5.489 2.834 -0.043
H -0.942 -6.080 3.587 0.015
H -1.860 -5.200 2.765 -0.003
O -7.685 -5.137 1.859 -0.041
H -7.847 -4.271 2.234 -0.035
H -7.028 -4.986 1.180 0.026
O -2.329 -3.208 -1.790 -0.017
H -3.063 -3.503 -2.329 0.000
H -2.502 -2.280 -1.636 0.025
O -1.112 -2.258 0.696 -0.030
H -1.042 -2.703 1.540 0.022
H -2.028 -1.984 0.644 -0.003
O -4.347 -1.707 0.830 -0.034
H -4.917 -2.294 0.335 -0.002
H -4.619 -0.828 0.564 0.053
O -3.446 -4.367 2.353 -0.020
H -3.805 -3.667 1.807 0.018
H -3.661 -4.107 3.248 0.025
O -7.958 -2.660 2.569 -0.026
H -8.367 -2.153 3.270 0.091
H -8.357 -2.325 1.766 0.086
O -5.736 -3.180 4.045 -0.030
H -6.182 -3.369 4.871 0.043
H -6.425 -3.231 3.383 -0.006
O -5.745 -3.603 -0.620 -0.028
H -5.302 -4.191 -1.232 -0.013
H -6.213 -2.983 -1.180 0.067
O 0.084 -7.422 4.833 -0.053
H 0.659 -8.152 5.064 0.047
H -0.798 -7.792 4.868 -0.032
O -4.066 -6.295 -0.024 -0.021
H -4.148 -5.839 0.813 0.039
H -4.229 -5.620 -0.683 0.001


No. 3
80
Properties=species:S:1:pos:R:3:mulliken_spin:R:1 method="wB97M-V/def2-TZVPD" orbital_gap_ev="2.42 / 9.50" spin_multiplicity=2 s2=0.75 charge=-1 e_tot_ev=-67522.6948 max_force_ev_per_a=3.43 homo_ev="-0.11 / -7.20"
C 8.387 25.173 15.065 0.191
C 9.593 24.528 14.414 -0.169
C 10.730 24.215 15.424 1.600
N 11.912 23.381 14.871 -5.004
C 11.403 22.077 14.260 0.765
C 12.894 23.061 16.053 1.871
C 14.239 22.777 15.295 0.527
C 14.286 23.728 14.060 0.219
C 12.797 24.155 13.841 0.999
H 8.016 24.574 15.897 -0.094
H 7.612 25.527 14.386 -0.018
H 8.711 26.143 15.443 -0.129
H 9.993 25.237 13.690 0.171
H 9.142 23.665 13.924 0.185
H 10.331 23.517 16.161 0.705
H 11.118 25.089 15.946 -0.130
H 10.922 22.079 13.281 0.046
H 10.641 21.609 14.884 0.045
H 12.244 21.398 14.123 0.133
H 12.523 22.170 16.560 -0.272
H 12.909 23.967 16.659 -0.331
H 14.363 21.717 15.074 0.155
H 15.087 23.005 15.940 -0.293
H 14.593 23.165 13.178 -0.048
H 14.892 24.628 14.159 -0.338
H 12.462 24.128 12.804 0.231
H 12.720 25.206 14.118 0.034
Cl 13.005 20.619 10.836 0.076
O 11.824 20.020 11.458 -0.085
O 14.050 20.769 11.793 -0.024
O 13.417 19.959 9.650 -0.011
O 12.609 21.918 10.370 -0.011
C 14.116 17.283 11.232 -0.014
O 15.089 16.197 11.200 0.002
C 15.262 15.285 12.114 0.004
O 14.805 15.271 13.247 0.000
O 15.730 14.065 11.558 0.000
C 16.380 13.932 10.342 0.000
H 13.464 17.233 10.360 0.000
H 14.689 18.210 11.213 0.000
H 13.569 17.175 12.169 0.000
H 17.393 14.309 10.481 0.000
H 16.024 14.506 9.486 0.000
H 16.550 12.881 10.106 0.000
C 10.771 17.437 8.926 -0.002
O 10.736 16.146 9.443 -0.001
C 11.390 15.136 8.849 0.000
O 11.966 15.169 7.776 0.000
O 11.207 14.101 9.578 0.000
C 11.743 12.863 9.114 0.000
H 9.894 17.607 8.301 0.000
H 11.747 17.599 8.470 0.000
H 10.632 18.034 9.828 0.001
H 11.936 12.173 9.936 0.000
H 12.704 12.974 8.612 0.000
H 11.082 12.400 8.382 0.000
F 17.384 23.950 8.385 0.000
C 16.849 23.116 7.438 0.003
C 17.377 23.034 6.160 0.000
C 16.740 22.358 5.164 0.000
C 15.511 21.717 5.431 0.000
C 14.974 21.798 6.691 0.001
C 15.645 22.466 7.696 0.002
H 18.289 23.546 5.887 0.000
H 17.179 22.327 4.177 0.000
H 14.960 21.302 4.599 0.000
H 14.105 21.325 7.123 -0.001
H 15.175 22.334 8.660 -0.001
F 4.438 20.565 11.029 -0.002
C 5.713 20.652 10.516 -0.009
C 6.771 20.673 11.392 0.042
C 8.037 20.468 10.833 -0.011
C 8.260 20.447 9.464 0.003
C 7.171 20.571 8.584 0.000
C 5.875 20.605 9.126 0.001
H 6.628 20.596 12.460 -0.002
H 8.848 20.371 11.540 -0.007
H 9.223 20.230 9.023 -0.002
H 7.430 20.348 7.559 -0.001
H 4.968 20.548 8.542 0.000